Entry 1:
9
Properties=species:S:1:pos:R:3:forces:R:3 method="wB97M-V/def2-TZVPD" multiplicity=3 lumo_ev="0.578 / -5.713" homo_ev="-5.80 / -10.47" s_squared=2.016 de_lowest_kcal_mol=80.90 homo_lumo_gap_ev="6.4 / 4.8"
C -0.423772 -0.490992 -1.268917 0.130 -5.989 -1.705
O 0.824030 -0.712321 1.265806 1.047 -1.629 -0.671
O -0.862164 0.819037 2.369444 1.054 0.687 -1.051
P 0.312118 0.646078 1.470831 -1.748 0.297 2.188
Cl -0.137190 1.161086 -0.665338 0.728 3.877 1.079
H 0.029281 -0.516870 -2.261898 -0.245 0.865 -0.595
H -1.467669 -0.866049 -1.234603 0.602 0.306 0.207
H 0.335790 -1.562188 -1.229460 -1.295 0.906 0.474
H 1.389576 1.522219 1.554134 -0.273 0.679 0.074



Entry 2:
8
Properties=species:S:1:pos:R:3:forces:R:3 method="wB97M-V/def2-TZVPD" lumo_ev=0.737 homo_ev=-9.68 de_lowest_kcal_mol=53.38 homo_lumo_gap_ev=10.4
C 2.044228 -0.581672 -0.175520 0.165 -0.224 0.395
O 1.533304 0.162303 -0.955931 -0.182 0.235 -0.328
H 2.059069 -0.374327 0.906400 -0.045 0.084 0.122
H 2.536794 -1.520452 -0.473638 0.016 -0.080 -0.188
P -2.576040 0.909106 0.040900 -0.399 1.046 0.035
Cl -2.158560 -1.044553 -0.142980 0.213 -1.278 -0.121
H -1.387323 1.379345 -0.532733 0.211 0.154 -0.168
H -2.051473 1.070250 1.333500 0.021 0.062 0.253



Entry 3:
9
Properties=species:S:1:pos:R:3:forces:R:3 method="wB97M-V/def2-TZVPD" lumo_ev=0.508 homo_ev=-9.66 de_lowest_kcal_mol=45.85 homo_lumo_gap_ev=10.2
C -1.234548 0.856759 0.059277 1.357 1.616 -0.498
O -0.438722 -0.247181 -0.079350 -1.023 -6.264 0.250
Si -1.396134 -2.170546 0.054704 0.361 5.745 0.275
F -0.675120 -3.027558 -1.015904 0.564 -0.690 0.056
F -2.887765 -1.934585 -0.421276 0.000 -0.001 -0.429
H -2.058995 0.874264 -0.636946 -0.014 0.547 -0.895
H -0.424718 1.670987 -0.021616 -1.865 -0.375 -0.236
H -1.720778 0.978847 0.989848 -0.314 0.000 1.644
H -1.702084 -2.429731 1.471261 0.934 -0.579 -0.169



Entry 4:
15
Properties=species:S:1:pos:R:3:forces:R:3 method="wB97M-V/def2-TZVPD" lumo_ev=-2.431 homo_ev=-7.44 de_lowest_kcal_mol=56.17 homo_lumo_gap_ev=5.0
K -5.179120 2.217750 4.882770 0.149 -0.338 0.124
C -1.996520 -4.871530 6.017180 -2.368 2.565 0.142
F -1.492720 -5.873180 5.402450 1.348 -1.905 -0.602
F -2.416490 -5.186580 7.244700 -0.400 -0.930 0.106
F -1.090920 -3.919300 6.251450 0.924 0.312 -0.606
S -3.430020 -4.142000 4.988790 -3.079 -0.874 -0.357
O -2.885100 -3.584900 3.745110 0.196 -0.895 1.009
O -4.454650 -5.250140 4.809800 2.972 2.106 0.373
O -3.905520 -3.110240 5.911080 0.318 -0.030 -0.058
O -4.929540 0.963490 9.589850 -0.265 0.297 -0.130
H -4.810440 0.047150 9.340110 0.027 -0.390 -0.008
H -4.139930 1.402870 9.274100 0.283 0.063 0.059
O -1.082240 2.570600 6.702050 -0.430 0.043 -0.115
H -0.549320 2.640010 7.494150 0.124 -0.055 0.247
H -0.527120 2.925070 6.007490 0.201 0.029 -0.183



Entry 5:
8
Properties=species:S:1:pos:R:3:forces:R:3 method="wB97M-V/def2-TZVPD" lumo_ev=-16.886 homo_ev=-21.35 de_lowest_kcal_mol=65.92 homo_lumo_gap_ev=4.5 charge=+2
In 2.277077 -16.671121 -10.417055 -1.541 -1.012 1.129
F 0.387991 -17.898832 -8.662302 1.237 0.750 -1.351
C -0.033585 -19.329425 -12.404231 0.399 2.271 -1.602
O 0.088091 -18.363674 -11.372535 0.166 -1.019 0.272
H 0.168958 -18.731565 -13.295399 -0.077 -0.233 -0.197
H 0.729635 -20.125931 -12.447445 -0.093 -0.534 0.702
H -1.061776 -19.719183 -12.471760 -0.090 -0.536 0.667
H -0.204251 -18.781069 -10.528765 -0.001 0.312 0.380



Entry 6:
10
Properties=species:S:1:pos:R:3:forces:R:3 method="wB97M-V/def2-TZVPD" lumo_ev=0.599 homo_ev=-8.90 de_lowest_kcal_mol=51.13 homo_lumo_gap_ev=9.5
C 0.083029 0.470278 -0.835019 -1.931 -0.939 3.053
N 0.980241 -0.119394 -1.628459 0.580 -0.967 0.062
N -1.157681 -0.369995 1.395864 -0.353 -0.022 0.376
N -0.017514 -0.636430 0.726702 -0.181 1.370 -1.875
O -0.656570 1.407916 -0.752451 1.609 -1.270 -1.100
F 1.139829 0.211902 1.321571 -0.063 0.270 0.278
H 1.423220 -1.031510 -1.262296 -1.083 2.290 -0.873
H 1.234851 0.279163 -2.565427 -0.396 -0.584 1.620
H -1.180550 -0.581259 2.403419 0.501 -0.308 -0.966
H -1.848855 0.369329 1.196095 1.317 0.161 -0.574